100
Properties=species:S:1:pos:R:3:mulliken_charge:R:1 method="wB97M-V/def2-TZVPD" gap_ev=6.29 relative_energy_ev=0.000 total_charge=-1 molar_mass_da=987.7
Sr 2.4538 1.4380 -2.5570 1.382
C 6.5747 -2.0073 -1.3953 -0.772
S 6.6913 -0.4287 -0.5469 -0.111
C 5.0301 0.1838 -0.5897 0.138
S 3.7340 -0.8364 -1.0643 -0.412
N 5.0216 1.4213 -0.1740 -1.302
N 3.7894 2.0252 -0.1631 1.123
C 3.7023 2.9702 0.6865 -1.186
C 2.4533 3.6940 0.9358 0.900
C 2.3963 4.5757 2.0159 -0.908
C 1.2017 5.2018 2.3151 -0.454
C 0.0961 4.9305 1.5255 -0.962
C 0.2515 4.0539 0.4611 0.075
N 1.3924 3.4446 0.1617 0.418
H 7.5959 -2.3901 -1.4224 0.358
H 6.2063 -1.8761 -2.4100 0.249
H 5.9326 -2.7060 -0.8649 0.212
H 4.5579 3.2047 1.3199 0.264
H 3.2839 4.7438 2.6119 0.438
H 1.1318 5.8847 3.1524 0.402
H -0.8658 5.3869 1.7159 0.471
H -0.5941 3.8259 -0.1773 0.224
C -2.7849 -4.6302 3.0995 -0.642
S -1.3389 -4.0417 4.0061 -0.135
C -0.0790 -3.9754 2.6992 -1.142
C 0.0915 -2.6233 2.0195 -0.449
C -1.1786 -2.1985 1.2973 -0.964
N -1.0715 -1.0203 0.4248 0.462
P -1.1037 0.6002 1.0001 1.404
C -2.4719 0.5294 2.2287 0.209
C -2.4013 -0.0895 3.4784 -0.083
C -3.5240 -0.1795 4.2873 -0.790
C -4.7333 0.3591 3.8653 -0.569
C -4.8159 0.9907 2.6333 -0.597
C -3.6900 1.0746 1.8244 -0.741
C 0.3623 0.7499 2.0812 0.966
C 1.5697 0.2161 1.6399 -0.212
C 2.7338 0.3937 2.3702 -0.668
C 2.7118 1.1413 3.5392 -0.691
C 1.5223 1.7195 3.9632 -0.874
C 0.3536 1.5266 3.2397 -0.712
P -1.2456 -1.1533 -1.2791 0.243
C 0.0793 -2.2526 -1.8903 1.032
C 0.8430 -1.7271 -2.9360 -1.228
C 1.9091 -2.4288 -3.4847 -0.903
C 2.2135 -3.6824 -2.9831 -0.477
C 1.4515 -4.2342 -1.9591 -0.912
C 0.3870 -3.5316 -1.4206 0.065
C -2.7184 -2.2432 -1.4070 0.276
C -2.8179 -3.2273 -2.3880 -0.562
C -3.9824 -3.9716 -2.5270 -0.612
C -5.0625 -3.7436 -1.6879 -0.505
C -4.9762 -2.7594 -0.7113 -0.695
C -3.8170 -2.0117 -0.5776 -0.232
H -3.5361 -4.8882 3.8448 0.384
H -2.5400 -5.5279 2.5316 0.284
H -3.2003 -3.8795 2.4295 0.055
H -0.3099 -4.7620 1.9746 0.353
H 0.8546 -4.2578 3.1866 0.519
H 0.9224 -2.6858 1.3111 0.260
H 0.3730 -1.8814 2.7666 0.240
H -1.9622 -2.0194 2.0356 -0.104
H -1.5343 -3.0291 0.6857 0.865
H -1.4630 -0.5084 3.8230 0.339
H -3.4527 -0.6735 5.2483 0.429
H -5.6079 0.2909 4.5000 0.391
H -5.7531 1.4197 2.3017 0.427
H -3.7526 1.5662 0.8594 0.439
H 1.6267 -0.3508 0.7169 -0.458
H 3.6570 -0.0322 1.9957 0.568
H 3.6221 1.2883 4.1076 0.441
H 1.5004 2.3217 4.8636 0.386
H -0.5667 1.9827 3.5844 0.497
H 0.5765 -0.7530 -3.3404 1.012
H 2.4919 -1.9635 -4.2689 0.393
H 3.0528 -4.2352 -3.3856 0.401
H 1.6930 -5.2190 -1.5776 0.404
H -0.2042 -3.9871 -0.6396 0.489
H -1.9761 -3.4213 -3.0418 0.409
H -4.0405 -4.7357 -3.2922 0.411
H -5.9676 -4.3280 -1.7937 0.374
H -5.8141 -2.5727 -0.0507 0.441
H -3.7582 -1.2484 0.1903 0.087
O 1.7325 2.2782 -4.8730 -0.617
S 2.9485 1.5515 -5.3393 0.816
O 3.1108 1.4858 -6.7688 -0.624
O 2.8589 0.2142 -4.6700 -0.662
S 4.4801 2.4966 -4.3842 -0.468
N -3.7240 6.4075 -3.4985 -0.515
C -2.8792 5.6476 -3.3296 -0.132
C -1.8222 4.6973 -3.0998 0.677
C -2.1194 3.4056 -2.6865 -0.799
C -1.0668 2.5349 -2.4507 -1.180
N 0.2087 2.8829 -2.6050 1.099
C 0.4820 4.1117 -3.0408 -0.514
C -0.4937 5.0602 -3.2880 -0.869
H -3.1422 3.0840 -2.5497 0.524
H -1.2561 1.5232 -2.1150 0.732
H 1.5266 4.3442 -3.2180 0.459
H -0.2277 6.0490 -3.6318 0.522


91
Properties=species:S:1:pos:R:3:mulliken_charge:R:1 method="wB97M-V/def2-TZVPD" multiplicity=2 gap_ev="7.57 / 6.29" molar_mass_da=808.4
Cu -0.5972 2.3349 -0.0146 0.742
C 0.2012 6.0369 -0.1482 -1.345
N -0.3751 4.8779 -0.8460 1.353
C -1.7879 5.0401 -1.1245 -1.170
C -2.5610 4.9096 0.1884 -1.246
N -2.1932 3.6953 0.9751 1.403
C -1.5181 4.0416 2.2400 -1.363
C -3.3630 2.8589 1.1811 -0.711
C -4.2933 3.1577 2.1714 -0.305
C -5.4238 2.3736 2.3372 -0.787
C -5.6286 1.2929 1.4864 -0.637
C -4.7079 1.0022 0.4935 -0.694
C -3.5610 1.7822 0.3174 0.926
S -2.4089 1.4054 -0.9658 -0.746
C 0.4949 4.4621 -1.8953 -0.655
C 0.3300 4.8346 -3.2225 -0.446
C 1.2562 4.4277 -4.1780 -0.731
C 2.3538 3.6710 -3.7944 -0.823
C 2.5074 3.2795 -2.4693 -0.643
C 1.5747 3.6476 -1.5015 0.950
S 1.6507 3.0276 0.1576 -0.539
H 0.1741 6.9268 -0.7914 0.275
H 1.2306 5.8229 0.1256 0.366
H -0.3469 6.2556 0.7678 0.418
H -2.1026 4.2430 -1.7985 0.384
H -2.0305 6.0075 -1.5896 0.473
H -3.6272 4.8757 -0.0280 0.459
H -2.3932 5.7910 0.8102 0.588
H -2.0605 4.8016 2.8138 0.395
H -0.5163 4.4113 2.0216 0.259
H -1.4292 3.1450 2.8518 0.343
H -4.1288 4.0078 2.8241 0.345
H -6.1363 2.6045 3.1185 0.392
H -6.5066 0.6691 1.6025 0.384
H -4.8606 0.1552 -0.1650 0.437
H -0.5225 5.4400 -3.5122 0.409
H 1.1201 4.7076 -5.2153 0.402
H 3.0802 3.3562 -4.5349 0.421
H 3.3332 2.6387 -2.1811 0.425
C -0.5830 -1.2826 0.1616 -1.135
C -0.1617 -2.6382 -0.4037 -1.116
As 1.2678 -3.6082 0.5500 0.496
C 0.1486 -4.2929 2.0053 0.211
C -1.0391 -4.9835 1.7666 -0.315
C -1.8133 -5.4371 2.8244 -0.679
C -1.4058 -5.2093 4.1353 -0.403
C -0.2190 -4.5353 4.3818 -0.611
C 0.5561 -4.0822 3.3183 -0.224
C 1.2348 -5.2170 -0.5614 0.111
C 0.6986 -5.2724 -1.8441 -0.154
C 0.7550 -6.4522 -2.5828 -0.749
C 1.3431 -7.5856 -2.0437 -0.392
C 1.8828 -7.5381 -0.7627 -0.618
C 1.8335 -6.3611 -0.0324 -0.507
P 0.5414 0.1778 0.0013 0.485
C 1.2677 -0.0572 -1.6519 1.541
C 2.2231 -1.0439 -1.9099 -0.402
C 2.6904 -1.2576 -3.1983 -0.828
C 2.2018 -0.4942 -4.2511 -0.856
C 1.2470 0.4827 -4.0091 -0.526
C 0.7871 0.7031 -2.7171 -0.693
C 1.8333 -0.1276 1.2462 0.632
C 1.4026 -0.3792 2.5487 -0.671
C 2.3192 -0.5445 3.5785 -0.681
C 3.6788 -0.4728 3.3139 -0.529
C 4.1148 -0.1931 2.0245 -0.772
C 3.1982 0.0022 1.0042 -0.272
H -0.8683 -1.3559 1.2135 0.519
H -1.4776 -0.9539 -0.3652 0.410
H 0.1492 -2.5231 -1.4416 0.538
H -1.0344 -3.2944 -0.4014 0.945
H -1.3554 -5.1829 0.7485 0.320
H -2.7331 -5.9739 2.6278 0.390
H -2.0100 -5.5649 4.9606 0.375
H 0.1089 -4.3666 5.4004 0.402
H 1.4893 -3.5675 3.5105 0.414
H 0.2293 -4.4029 -2.2839 0.284
H 0.3333 -6.4811 -3.5799 0.393
H 1.3827 -8.5035 -2.6172 0.369
H 2.3446 -8.4195 -0.3348 0.380
H 2.2563 -6.3344 0.9659 0.378
H 2.5988 -1.6623 -1.1054 0.430
H 3.4311 -2.0275 -3.3788 0.471
H 2.5678 -0.6611 -5.2569 0.389
H 0.8679 1.0911 -4.8205 0.528
H 0.0561 1.4858 -2.5462 -0.050
H 0.3434 -0.4415 2.7711 0.362
H 1.9687 -0.7329 4.5860 0.454
H 4.3972 -0.6173 4.1114 0.401
H 5.1747 -0.1043 1.8176 0.439
H 3.5486 0.2759 0.0184 0.406


92
Properties=species:S:1:pos:R:3:mulliken_charge:R:1 method="wB97M-V/def2-TZVPD" gap_ev=7.95 relative_energy_ev=0.000 total_charge=+1 molar_mass_da=774.2
Cd 0.1258 -0.0527 -0.2029 3.024
C 0.2546 -1.3389 3.0230 -0.599
N 0.0012 -0.0207 2.4166 0.333
C 0.9401 0.9664 2.9281 -1.208
C 1.0178 2.2306 2.1013 0.300
C 1.6434 3.3622 2.6118 -1.140
C 1.7648 4.4804 1.8067 -0.425
C 1.2488 4.4424 0.5184 -0.934
C 0.6286 3.2814 0.0982 -0.559
N 0.5127 2.2024 0.8726 0.417
C -1.3869 0.3760 2.6143 -1.574
C -2.3286 -0.4712 1.7870 0.705
C -3.6569 -0.6277 2.1571 -1.135
C -4.4964 -1.3789 1.3487 -0.579
C -3.9816 -1.9718 0.2055 -0.691
C -2.6424 -1.7804 -0.0836 -0.716
N -1.8413 -1.0445 0.6874 0.328
C 1.4256 -2.0601 2.4018 0.085
C 2.5489 -2.3969 3.1432 -0.663
C 3.5689 -3.1103 2.5285 -0.489
C 3.4240 -3.4634 1.1984 -0.786
C 2.2670 -3.0788 0.5373 0.051
N 1.2885 -2.3925 1.1183 -0.095
H 0.4064 -1.2457 4.1057 0.392
H -0.6295 -1.9544 2.8610 0.399
H 0.7226 1.2288 3.9738 0.534
H 1.9346 0.5096 2.9149 0.475
H 2.0385 3.3610 3.6199 0.523
H 2.2550 5.3710 2.1770 0.423
H 1.3307 5.2914 -0.1454 0.459
H 0.2026 3.1910 -0.8953 0.485
H -1.6793 0.3173 3.6723 0.466
H -1.4962 1.4169 2.2962 0.465
H -4.0281 -0.1753 3.0684 0.543
H -5.5364 -1.5124 1.6174 0.485
H -4.6012 -2.5788 -0.4390 0.514
H -2.1840 -2.2324 -0.9557 0.331
H 2.6218 -2.1174 4.1867 0.419
H 4.4545 -3.3854 3.0862 0.434
H 4.1959 -4.0086 0.6735 0.463
H 2.1210 -3.3208 -0.5093 0.167
C 1.2279 1.0445 -7.6641 -0.471
C 1.1372 2.0204 -6.6809 -0.680
C 0.8095 1.6634 -5.3829 -0.303
C 0.5866 0.3275 -5.0469 0.049
C 0.6621 -0.6426 -6.0419 -0.125
C 0.9810 -0.2819 -7.3442 -0.793
P 0.2796 -0.0129 -3.2705 0.092
C -0.2146 -1.7817 -3.3243 0.515
C 0.6565 -2.8491 -3.1235 0.076
C 0.1824 -4.1538 -3.1712 -0.732
C -1.1582 -4.4044 -3.4262 -0.469
C -2.0340 -3.3467 -3.6337 -0.586
C -1.5641 -2.0434 -3.5701 -0.944
C 1.9759 -0.0916 -2.5890 1.195
C 3.1437 -0.1509 -3.3458 -0.340
C 4.3743 -0.1615 -2.7055 -0.685
C 4.4344 -0.1204 -1.3195 -0.882
C 3.2642 -0.0873 -0.5701 0.609
C 2.0153 -0.0588 -1.1862 -1.681
H 1.4903 1.3183 -8.6777 0.385
H 1.3147 3.0588 -6.9301 0.404
H 0.7306 2.4245 -4.6138 0.374
H 0.4699 -1.6809 -5.8032 0.398
H 1.0390 -1.0447 -8.1104 0.409
H 1.7069 -2.6539 -2.9437 0.545
H 0.8638 -4.9817 -3.0179 0.427
H -1.5179 -5.4243 -3.4728 0.387
H -3.0795 -3.5402 -3.8394 0.435
H -2.2391 -1.2074 -3.7260 0.378
H 3.0959 -0.1923 -4.4280 0.420
H 5.2855 -0.1981 -3.2894 0.410
H 5.3955 -0.1121 -0.8189 0.442
H 3.3410 -0.0726 0.5147 0.454
N -1.9449 1.4025 -0.8173 -0.632
C -2.7493 2.2075 -0.5962 0.174
N -3.6492 3.1293 -0.3358 0.030
C -3.8375 4.2372 -1.2832 -0.831
C -5.0260 3.9594 -2.1992 -0.522
C -6.2797 3.6716 -1.3707 -0.752
C -6.0317 2.5134 -0.4014 -0.498
C -4.8236 2.8122 0.4820 -0.446
H -2.9201 4.3694 -1.8546 0.433
H -4.0130 5.1419 -0.6957 0.347
H -4.7923 3.0948 -2.8268 0.264
H -5.1870 4.8154 -2.8559 0.384
H -7.1167 3.4369 -2.0285 0.336
H -6.5501 4.5656 -0.8001 0.322
H -5.8417 1.5936 -0.9632 0.256
H -6.9095 2.3442 0.2248 0.371
H -4.5836 1.9682 1.1246 0.111
H -5.0263 3.6822 1.1125 0.315